No. 1
Here is a molecular structure, C4H11FeO2 at a distorted geometry from the Open Molecules 2025 dataset. Energies are from wB97M-V/def2-TZVPD.

```
18
Properties=species:S:1:pos:R:3:lowdin_charge:R:1
C -2.33 -0.88 -0.57 -0.0538
O -1.01 -0.99 -0.01 -0.3268
C -0.31 -2.17 -0.41 -0.1502
C 1.12 -2.05 0.08 -0.1499
O 1.06 -1.64 1.46 -0.3233
C 2.29 -1.80 2.18 -0.0328
H -2.79 0.03 -0.16 0.0707
H -2.26 -0.81 -1.66 0.1087
H -2.93 -1.76 -0.28 0.1056
H -0.31 -2.25 -1.51 0.1500
H -0.81 -3.05 0.02 0.1489
H 1.68 -1.30 -0.49 0.1489
H 1.61 -3.02 0.01 0.1485
H 3.08 -1.22 1.69 0.1106
H 2.12 -1.45 3.20 0.1043
H 2.56 -2.87 2.19 0.1089
Fe -0.36 -0.34 1.69 0.7482
H -4.34 -0.02 1.85 0.0832
```

Values from the calculation:
charge: +1
energy above the lowest of the compared OMol25 structures with the same formula, charge and spin: 0.0 kJ/mol
HOMO energy (spin up / spin down): -13.19 / -11.49 eV
gap between HOMO and LUMO (spin up / spin down): 8.888 / 7.517 eV
spin multiplicity: 5

---

No. 2
Here is 2 unconnected molecules or ions with the total composition C5H13N from the Open Molecules 2025 dataset. Energies are from wB97M-V/def2-TZVPD.

```
19
Properties=species:S:1:pos:R:3:lowdin_charge:R:1
C 2.01 0.09 0.39 -0.1196
C 2.20 -1.17 -0.40 -0.2497
C 2.42 -1.18 -1.71 -0.0220
H 2.88 0.38 0.99 0.0725
H 1.19 -0.09 1.09 0.0536
H 1.73 0.91 -0.27 0.0678
H 2.09 -2.11 0.12 0.0908
H 2.48 -2.09 -2.29 0.0489
H 2.40 -0.24 -2.26 0.0539
C -1.76 1.67 0.91 -0.1482
N -2.52 0.41 0.87 -0.1807
C -1.88 -0.60 0.03 -0.1520
H -1.26 1.77 1.88 0.0688
H -2.41 2.52 0.74 0.0711
H -1.00 1.70 0.12 0.0624
H -3.42 0.62 0.45 0.0855
H -0.84 -0.70 0.31 0.0479
H -2.42 -1.54 0.09 0.0723
H -1.87 -0.33 -1.04 0.0768
```

Values from the calculation:
charge: 0
energy above the lowest of the compared OMol25 structures with the same formula, charge and spin: 158.8 kJ/mol
HOMO energy: -8.84 eV
gap between HOMO and LUMO: 9.938 eV
spin multiplicity: 1
SMILES: C=CC.CNC

---

No. 3
Here is a molecular structure, C6H15ClCrNO4P at a distorted geometry from the Open Molecules 2025 dataset. Energies are from wB97M-V/def2-TZVPD.

```
29
Properties=species:S:1:pos:R:3:lowdin_charge:R:1
Cr -16.68 8.11 -23.36 0.6020
P -16.42 10.17 -22.16 0.1231
O -15.52 8.95 -22.11 -0.4061
O -17.57 9.16 -22.02 -0.4562
O -16.86 9.98 -23.66 -0.4093
O -16.95 11.17 -21.10 -0.3292
Cl -18.44 6.47 -23.46 -0.0868
C -17.57 8.19 -26.52 -0.0907
C -16.51 7.14 -26.21 -0.2810
N -15.58 7.61 -25.16 -0.2203
C -14.53 6.54 -24.99 -0.2514
C -15.07 5.33 -24.23 -0.0902
C -14.75 8.79 -25.76 -0.2071
C -13.61 9.25 -24.84 -0.0854
H -18.20 7.95 -27.38 0.0733
H -17.12 9.13 -26.84 0.0654
H -18.26 8.40 -25.71 0.0540
H -16.97 6.18 -25.96 0.0813
H -15.90 6.97 -27.10 0.1095
H -14.07 6.21 -25.92 0.1167
H -13.66 6.92 -24.46 0.0973
H -14.27 4.61 -24.08 0.0740
H -15.40 5.67 -23.24 0.0578
H -15.84 4.86 -24.84 0.0641
H -15.45 9.62 -25.89 0.0900
H -14.36 8.58 -26.76 0.1131
H -13.98 9.35 -23.82 0.0545
H -13.30 10.21 -25.26 0.0759
H -12.72 8.63 -24.89 0.0617
```

Values from the calculation:
charge: -1
energy above the lowest of the compared OMol25 structures with the same formula, charge and spin: 455.5 kJ/mol
HOMO energy (spin up / spin down): -3.67 / -3.80 eV
gap between HOMO and LUMO (spin up / spin down): 6.635 / 6.754 eV
spin multiplicity: 4

---

No. 4
Here is a molecular structure, C22H11N3O6PdS2 from the Open Molecules 2025 dataset. Energies are from wB97M-V/def2-TZVPD.

```
45
Properties=species:S:1:pos:R:3:lowdin_charge:R:1
Pd -2.30 0.45 0.12 0.9990
S -1.91 3.18 0.06 0.9438
C -3.14 4.23 0.51 -0.7162
C -2.87 5.62 0.64 -0.2450
N -2.65 6.75 0.74 0.2011
C -4.41 3.70 0.72 -0.7140
S -4.62 2.04 0.49 0.9506
C -5.52 4.51 1.11 -0.2417
N -6.41 5.15 1.43 0.2043
O -5.31 -2.36 -0.09 0.0987
C -4.27 -1.76 0.01 -0.5780
O -4.16 -0.46 0.09 -0.3080
C -2.96 -2.52 -0.05 -0.1724
C -3.02 -3.88 -0.39 0.0195
C -1.86 -4.59 -0.47 0.0156
C -0.64 -3.94 -0.13 -0.1472
C 0.59 -4.64 -0.14 -0.0304
C 1.74 -4.01 0.24 -0.0692
C 1.70 -2.67 0.67 -0.0534
C 0.52 -1.97 0.68 -0.0027
C -0.67 -2.58 0.24 -0.1724
N -1.85 -1.87 0.22 0.1218
H -3.99 -4.31 -0.59 0.1227
H -1.84 -5.63 -0.76 0.1234
H 0.60 -5.68 -0.45 0.1155
H 2.68 -4.54 0.24 0.1065
H 2.60 -2.19 1.01 0.1077
H 0.48 -0.97 1.07 0.0875
O -0.65 0.86 -1.22 -0.1107
C 0.16 0.99 -0.26 -0.6931
O -0.30 0.94 0.92 -0.1521
C 1.60 1.22 -0.50 -0.1456
C 2.08 1.24 -1.80 0.0010
C 3.43 1.46 -2.07 0.0317
C 4.25 1.66 -0.98 -0.2046
O 5.58 1.94 -0.97 0.0421
C 5.97 1.90 0.40 -0.1245
O 4.79 1.93 1.19 0.0373
C 3.76 1.65 0.32 -0.1956
C 2.44 1.44 0.60 0.0839
H 1.39 1.06 -2.61 0.1222
H 3.82 1.48 -3.08 0.1238
H 6.58 2.77 0.63 0.1400
H 6.51 0.96 0.59 0.1398
H 2.05 1.44 1.61 0.1374
```

Values from the calculation:
charge: 0
energy above the lowest of the compared OMol25 structures with the same formula, charge and spin: 39.2 kJ/mol
HOMO energy (spin up / spin down): -8.89 / -8.88 eV
gap between HOMO and LUMO (spin up / spin down): 7.675 / 5.455 eV
spin multiplicity: 5

---

No. 5
Here is a molecular structure, C10H21CeClF3O2P2 at a distorted geometry from the Open Molecules 2025 dataset. Energies are from wB97M-V/def2-TZVPD.

```
40
Properties=species:S:1:pos:R:3:lowdin_charge:R:1
C -0.34 -3.20 -4.82 -0.0585
C 0.14 -2.34 -3.68 -0.8123
H -0.49 -4.22 -4.45 0.0994
H 0.41 -3.23 -5.64 0.1057
H -1.29 -2.82 -5.22 0.1019
O 0.33 -2.67 -2.55 0.0220
Cl 0.41 -0.65 -4.20 0.6482
Ce 0.02 0.58 0.29 0.8677
P 2.50 0.08 0.54 0.6544
C 3.33 -0.74 1.89 -0.2167
C 2.88 -0.80 -1.02 -0.2069
H 3.97 -0.79 -1.15 0.0884
H 4.29 1.63 0.13 0.0880
H 2.38 -0.34 -1.89 0.0349
H 2.74 2.30 -0.50 0.0717
H 2.91 -1.76 1.99 0.0729
H 2.49 -1.83 -0.97 0.0650
C 3.21 1.76 0.34 -0.1843
H 4.41 -0.76 1.66 0.0816
H 3.05 2.35 1.25 0.0660
H 3.12 -0.19 2.83 0.0739
P -2.49 0.60 0.77 0.6555
C -3.36 -0.03 2.19 -0.2175
C -2.87 2.39 0.60 -0.1883
H -2.69 0.20 -1.66 0.0612
H -4.27 0.07 -0.79 0.0857
H -3.04 -1.26 -0.71 0.0717
C -3.19 -0.17 -0.75 -0.2021
H -2.37 2.83 -0.28 0.0712
H -3.97 2.49 0.49 0.0878
H -4.44 0.17 2.05 0.0817
H -2.96 0.45 3.10 0.0708
H -2.52 2.95 1.49 0.0662
H -3.16 -1.12 2.26 0.0720
C -0.02 -0.68 2.45 -0.0701
O -0.03 -1.13 3.52 0.2087
F 1.41 2.19 3.01 0.0104
C 0.20 2.13 2.32 -0.5521
F -0.76 2.11 3.34 0.0122
F 0.06 3.42 1.76 0.0120
```

Values from the calculation:
charge: +2
HOMO energy (spin up / spin down): -16.09 / -15.99 eV
gap between HOMO and LUMO (spin up / spin down): 8.196 / 8.163 eV
spin multiplicity: 2

---

No. 6
Here is a molecular structure, C3H5NO2 from the Open Molecules 2025 dataset. Energies are from wB97M-V/def2-TZVPD.

```
11
Properties=species:S:1:pos:R:3:lowdin_charge:R:1
C 0.77 -1.14 -0.77 0.1709
C 0.22 -0.32 0.31 -0.6273
O 0.74 -0.97 1.26 0.0552
N -0.55 0.71 0.10 0.0624
C -0.99 1.39 1.24 -0.3313
O -1.71 2.36 1.24 0.0462
H 0.03 -0.22 -2.02 0.1049
H 0.33 -2.12 -0.97 0.1101
H 1.82 -1.03 -1.04 0.1102
H -0.39 0.38 -1.63 0.1632
H -0.62 0.92 2.18 0.1354
```

Values from the calculation:
charge: 0
energy above the lowest of the compared OMol25 structures with the same formula, charge and spin: 494.4 kJ/mol
HOMO energy: -9.87 eV
gap between HOMO and LUMO: 8.250 eV
spin multiplicity: 1

---

| no. | E (Ha) |
| --- | --- |
| 1 | -1572.75337 |
| 2 | -253.00261 |
| 3 | -2439.44790 |
| 4 | -2384.83126 |
| 5 | -2461.09455 |
| 6 | -322.38604 |